[1]
Molecular formula: C5H12N2
Method: DFT, ωB97M-V with the def2-TZVPD basis set

Output
Frontier orbital gap = 6.10 eV
HOMO level = -18.898 eV
E = -8333.6828 eV
Lowest unoccupied orbital energy = -12.8015 eV
Total charge = +2
ΔE to the lowest compared entry with this formula, charge and spin = 196.8 kcal/mol

Element x y z (Å)
C1 1.98940 0.99076 -0.05312
C2 0.89535 -0.08023 -0.20594
C3 -0.45612 0.39112 -0.69666
C4 -1.67785 0.25542 -0.07051
N1 -2.73492 -0.22270 -0.68317
C5 -3.93631 -0.46121 0.05029
N2 3.60833 -0.76088 0.59584
H1 2.33576 1.38938 -1.00882
H2 1.69400 1.79739 0.62611
H3 1.32716 -0.86488 -0.84694
H4 0.81855 -0.62463 0.74268
H5 -0.41739 0.39395 -1.78382
H6 -1.90425 0.55353 0.97591
H7 -3.89930 -0.04497 1.07203
H8 -4.24749 -1.50265 -0.09772
H9 -4.70209 0.08770 -0.54059
H10 4.43728 -0.87492 -0.01071
H11 2.96206 0.41416 0.35377
H12 3.90783 -0.83633 1.58137

***

[2]
Molecular formula: C5H12N2
Method: DFT, ωB97M-V with the def2-TZVPD basis set

Output
Frontier orbital gap = 9.70 eV
HOMO level = -18.059 eV
E = -8339.8433 eV
Lowest unoccupied orbital energy = -8.3542 eV
Total charge = +2
ΔE to the lowest compared entry with this formula, charge and spin = 54.8 kcal/mol

Element x y z (Å)
C1 0.62986 -0.09571 -2.96771
N1 0.63775 -0.59486 -1.78124
C2 -0.33878 -0.14879 -0.74628
C3 -1.66223 -0.26934 -1.07225
C4 0.08012 -0.16213 0.69910
C5 -0.23531 0.78852 1.84236
N2 0.57758 0.34987 3.06833
H1 0.05107 0.73054 -3.60832
H2 1.44050 -0.40837 -3.61958
H3 1.59879 -1.10870 -1.57574
H4 -2.28589 0.07718 -0.24805
H5 -2.18875 -0.50619 -1.95288
H6 1.21745 -0.17656 0.75168
H7 -0.20329 -1.18993 1.08638
H8 -1.38300 0.87374 1.97952
H9 0.03003 1.83916 1.51381
H10 0.35642 -0.40375 3.60969
H11 0.42439 1.15972 3.70444
H12 1.59304 0.15270 2.81810

***

[3]
Molecular formula: C5H12N2
Method: DFT, ωB97M-V with the def2-TZVPD basis set

Output
Frontier orbital gap = 9.90 eV
HOMO level = -18.495 eV
E = -8341.5238 eV
Lowest unoccupied orbital energy = -8.5999 eV
Total charge = +2
ΔE to the lowest compared entry with this formula, charge and spin = 16.0 kcal/mol

Element x y z (Å)
C1 -1.83576 -0.79997 2.51963
N1 -0.81844 -0.66199 1.76296
C2 -0.88732 -0.23651 0.34869
C3 -1.69974 -0.91088 -0.44488
C4 0.20456 0.66712 -0.11539
C5 1.15864 0.04159 -1.14886
N2 2.27305 0.99507 -1.52253
H1 -2.80524 -1.07763 2.11697
H2 -1.76217 -0.83181 3.60469
H3 0.06520 -0.39282 2.19418
H4 -1.77911 -0.58625 -1.47576
H5 -2.38449 -1.65851 -0.07189
H6 0.77768 1.21531 0.63754
H7 -0.22801 1.57710 -0.56212
H8 0.58345 -0.13864 -2.04754
H9 1.59947 -0.90622 -0.84349
H10 2.57561 0.74934 -2.47017
H11 3.06389 1.00971 -0.87583
H12 1.89872 1.94597 -1.60621

***

[4]
Molecular formula: C5H12N2O
Method: DFT, ωB97M-V with the def2-TZVPD basis set

Output
Frontier orbital gap (spin up / spin down) = 4.74 / 6.79 eV
Spin multiplicity = 2
HOMO level (spin up / spin down) = -0.848 / -2.912 eV
E = -10403.6161 eV
Lowest unoccupied orbital energy (spin up / spin down) = 3.8962 / 3.8815 eV
Total charge = -1
ΔE to the lowest compared entry with this formula, charge and spin = 66.6 kcal/mol
<S²> = 0.760

Element x y z (Å)
C1 -1.62106 0.00096 1.45835
C2 -1.85573 -1.22257 0.98319
C3 -0.15247 1.70158 1.73926
N1 -0.60374 0.79415 0.94162
H1 -2.11138 0.40615 2.33283
H2 -1.23895 -1.57053 0.10809
H3 -2.69295 -1.87244 1.31857
H4 0.80045 2.18426 1.41385
H5 -0.62290 1.91147 2.68061
H6 -0.13237 0.48359 -0.09845
C4 0.08073 -0.79850 -2.58796
N2 0.36572 0.08272 -1.44133
C5 1.59992 -0.49585 -0.74461
O1 1.90684 0.16714 0.39264
H7 1.03461 -1.00422 -3.18158
H8 -0.80470 -0.43829 -3.19152
H9 -0.33100 -1.75863 -2.20221
H10 0.55453 1.01292 -1.86118
H11 2.40838 -0.40576 -1.52420
H12 1.23944 -1.53751 -0.52735

***

[5]
Molecular formula: C5H12N2O
Method: DFT, ωB97M-V with the def2-TZVPD basis set

Output
Frontier orbital gap = 10.01 eV
HOMO level = -9.064 eV
E = -10402.4938 eV
Lowest unoccupied orbital energy = 0.9481 eV
Total charge = 0
ΔE to the lowest compared entry with this formula, charge and spin = 136.8 kcal/mol

Element x y z (Å)
C1 -0.90203 -1.03666 1.29136
O1 -0.73255 -0.98142 -0.06934
C2 0.43365 -1.28618 1.93303
N1 1.12034 -0.10985 2.58467
H1 -1.27521 -0.10196 1.68359
H2 -1.63575 -1.86046 1.46617
H3 0.40248 -2.12087 2.67755
H4 1.12051 -1.60508 1.13190
H5 0.65910 0.15091 3.46112
H6 2.06134 -0.43271 2.88905
C3 -0.22204 0.58661 -2.08945
C4 0.15572 0.94929 -3.34701
C5 0.33567 0.66785 -0.12571
N2 -0.33926 1.54638 -0.99074
H7 -0.58373 -0.43448 -1.90592
H8 0.44316 1.99862 -3.54259
H9 0.02031 0.25034 -4.16744
H10 0.56989 1.20434 0.79534
H11 1.13353 -0.04220 -0.41308
H12 -1.32870 1.50377 -0.65179

***

[6]
Molecular formula: C5H12N2O
Method: DFT, ωB97M-V with the def2-TZVPD basis set

Output
Frontier orbital gap (spin up / spin down) = 8.77 / 8.77 eV
HOMO level (spin up / spin down) = -8.392 / -8.393 eV
E = -10403.8675 eV
Lowest unoccupied orbital energy (spin up / spin down) = 0.3760 / 0.3762 eV
Total charge = 0
ΔE to the lowest compared entry with this formula, charge and spin = 105.1 kcal/mol

Element x y z (Å)
C1 0.83322 -0.15185 -0.45806
C2 -2.46810 0.22309 0.41330
C3 0.73919 0.27274 -1.88109
C4 1.49679 -1.45670 -0.20046
C5 0.21231 0.56676 0.65073
N1 0.14693 -0.03829 1.92021
O1 -1.30806 0.79833 -0.11322
N2 1.09347 1.59090 0.59474
H1 -0.74968 -0.44483 2.14672
H2 0.40001 0.63897 2.62986
H3 0.97574 2.14647 -0.24706
H4 -2.59178 -0.84234 0.15301
H5 -2.52932 0.30512 1.50919
H6 -3.35893 0.74028 0.03590
H7 0.25262 -0.52132 -2.45598
H8 0.73954 -2.24817 -0.27727
H9 0.18593 1.19970 -2.01123
H10 1.74432 0.39988 -2.29968
H11 1.89944 -1.50605 0.81283
H12 2.28637 -1.67269 -0.92244